Molecular formula: C3H9N3O
Method: DFT, wB97M-V/def2-TZVPD

Calculated values
- HOMO energy (eV) = -9.7
- largest force on an atom (eV/Å) = 0.6
- ΔE to the lowest compared entry with this formula, charge and spin (kJ/mol) = 22.7
- energy (Ha) = -359.23579
- SMILES = [H]/N=C/N.CC(N)=O

Geometry as ORCA input:
```
! wB97M-V def2-TZVPD RIJCOSX def2/J DEFGRID3
* xyz 0 1
H 2.69259 2.33426 -0.01662
N 1.76280 1.96962 -0.20485
C 0.97177 2.34218 0.71441
N -0.36820 2.07827 0.68111
H 1.27789 2.92179 1.58955
H -0.68753 1.40435 0.00071
H -0.84854 1.94700 1.55693
C -0.97709 -1.99401 -1.43488
C -0.88446 -1.59440 0.02092
N 0.39148 -1.43055 0.49435
O -1.85749 -1.46660 0.73355
H -0.00601 -2.16370 -1.89077
H -1.51618 -1.24797 -2.01494
H -1.54167 -2.91888 -1.48569
H 1.11989 -1.17343 -0.15183
H 0.47076 -1.00792 1.40805
*
```

=====

Molecular formula: C20H34BN8O5S3Zn
Method: DFT, wB97M-V/def2-TZVPD

Calculated values
- HOMO energy (eV) = -5.2
- largest force on an atom (eV/Å) = 2.3
- ΔE to the lowest compared entry with this formula, charge and spin (kJ/mol) = 155.0
- energy (Ha) = -4595.62218

Geometry as ORCA input:
```
! wB97M-V def2-TZVPD RIJCOSX def2/J DEFGRID3
* xyz -1 1
Zn 0.29495 0.13671 -1.64070
C -0.56195 3.16361 -2.95450
C -1.54215 2.30391 -2.26640
N -1.27045 1.32841 -1.42690
C -2.46385 0.84321 -0.97540
C -3.47655 1.53001 -1.55970
N -2.87765 2.45561 -2.37470
H 0.40145 3.07161 -2.45870
H -0.88645 4.20321 -2.93690
H -0.45065 2.83901 -3.99130
H -2.49465 0.07121 -0.23380
H -4.53935 1.43791 -1.47320
H -3.34735 3.07901 -3.00980
C -2.08335 2.60691 1.84890
N -1.30705 3.61441 1.16270
C -1.55035 4.98361 1.54810
C -0.17555 3.32131 0.57000
N 0.79315 3.13211 -0.02190
H -1.98225 2.71781 2.93460
H -1.74225 1.60801 1.56850
H -3.13775 2.71671 1.57250
H -1.39755 5.12101 2.62490
H -2.58525 5.25201 1.31410
H -0.87325 5.64801 1.01190
C 1.17005 -4.86909 -0.47870
C 0.70405 -3.83189 -1.50500
C 1.91715 -3.09319 -2.07830
C -0.08375 -4.51159 -2.63910
N -0.23485 -2.98159 -0.78050
N -0.66625 -1.77939 -1.48170
H 1.78065 -5.63519 -0.94800
H 0.31115 -5.33349 0.00050
H 1.76915 -4.37959 0.28480
H 2.48395 -3.75109 -2.73270
H 2.56905 -2.76219 -1.27580
H 1.61155 -2.21319 -2.64260
H 0.47095 -5.35139 -3.05410
H -0.28695 -3.81299 -3.45190
H -1.03025 -4.87629 -2.24550
H 0.16125 -2.66759 0.10450
H -1.50625 -1.50769 -0.97010
H -1.00525 -2.06189 -2.40530
O -1.46125 -0.63339 6.73960
S -0.42595 -1.13019 5.85830
O 0.38255 -2.19139 6.40570
N -1.04065 -1.50669 4.38370
C -0.60665 -0.68409 3.47110
S -1.06615 -0.74059 1.86240
C 0.31935 0.36861 3.94210
C 0.90755 1.38631 3.21010
C 1.68995 2.31111 3.88220
C 1.91455 2.20461 5.24640
C 1.35995 1.15831 5.97400
C 0.56635 0.26321 5.30130
H 0.75555 1.44951 2.14450
H 2.13615 3.12321 3.32740
H 2.52805 2.93961 5.74610
H 1.54375 1.04161 7.03090
B 3.53325 -1.42999 0.98940
C 2.51565 -0.60129 0.18730
N 1.71465 -0.09159 -0.48380
H 2.86565 -2.19909 1.62340
H 4.18745 -0.72509 1.69530
H 4.21175 -1.99989 0.17050
C 0.37595 -1.20599 -5.44460
S -0.23055 0.14771 -4.39910
O -1.41845 -0.34339 -3.72220
O -0.46305 1.25211 -5.30470
O 0.86615 0.40911 -3.43690
H -0.44205 -1.51729 -6.08020
H 0.71395 -2.02109 -4.81920
H 1.18705 -0.80029 -6.03370
*
```

=====

Molecular formula: C2H4P4
Method: DFT, wB97M-V/def2-TZVPD

Calculated values
- HOMO energy (eV) = -8.4
- largest force on an atom (eV/Å) = 3.3
- ΔE to the lowest compared entry with this formula, charge and spin (kJ/mol) = 5.5
- energy (Ha) = -1443.96366

Geometry as ORCA input:
```
! wB97M-V def2-TZVPD RIJCOSX def2/J DEFGRID3
* xyz 0 1
C 0.30743 -0.42344 -0.29531
C -0.79329 0.62115 -0.53473
P 0.28982 -1.26996 1.20099
P 1.42978 -0.64376 -1.59458
P 2.65154 -2.27227 -1.04977
P 1.49421 -2.95677 0.55934
H -1.65740 0.05982 -0.71793
H -0.50716 1.08579 -1.39007
H -1.08155 1.22295 0.24672
H 2.52863 -3.35897 1.60470
*
```

=====

Molecular formula: C19H45CoN7O21S2
Method: DFT, wB97M-V/def2-TZVPD

Calculated values
- HOMO energy (spin up / spin down) (eV) = -8.6 / -8.6
- <S²> = 3.76
- largest force on an atom (eV/Å) = 3.2
- energy (Ha) = -4892.95596

Geometry as ORCA input:
```
! wB97M-V def2-TZVPD RIJCOSX def2/J DEFGRID3
* xyz 0 4
Co -2.32378 0.20010 -1.04686
O -1.18921 -0.70624 0.31220
C 0.12551 -0.28397 0.06825
C 0.35162 0.05536 -1.40024
O -0.71215 0.65872 -2.05025
H 0.79954 -1.08900 0.43323
H 0.36227 0.55707 0.74988
H 0.63790 -0.93314 -1.82054
H 1.24732 0.69390 -1.52133
C -0.77193 -1.32818 3.85055
N -2.05276 -1.99478 4.11480
O -2.29574 -3.01606 3.53653
O -2.75564 -1.48050 4.93598
H 0.00464 -2.08407 3.74953
H -0.56724 -0.55396 4.56654
H -0.82738 -0.93047 2.82809
C 3.19515 1.62828 2.95216
N 1.93532 1.86780 3.68588
O 1.02015 1.09407 3.48983
O 1.86361 2.79887 4.43492
H 3.12072 1.62208 1.87162
H 3.60102 0.66430 3.26422
H 3.89757 2.38963 3.27922
C 3.54157 -2.21454 2.54992
N 4.89218 -2.24996 1.92745
O 5.42149 -3.29318 1.85034
O 5.31009 -1.23068 1.45055
H 3.11589 -3.21041 2.45803
H 2.93235 -1.50744 2.00234
H 3.66582 -2.02068 3.61142
C 4.16666 0.17821 -1.17223
N 4.03792 -0.65328 -2.38418
O 3.37794 -1.65095 -2.25752
O 4.47759 -0.27905 -3.43113
H 4.08223 1.20338 -1.53804
H 5.14359 0.13520 -0.69868
H 3.38779 -0.13582 -0.49820
C -0.32220 -4.48562 -0.40007
C 0.62834 -4.12279 0.71957
O 0.96958 -5.42475 1.28396
S 1.14287 -6.46834 0.09356
O 0.46932 -7.65716 0.47648
O 2.47024 -6.58602 -0.37607
O 0.28062 -5.64636 -0.98320
H -0.36033 -3.58857 -1.01740
H -1.30097 -4.71391 0.02804
H 0.14060 -3.54659 1.49738
H 1.55779 -3.69624 0.33273
C 1.62587 0.87309 -5.04537
C 0.29315 0.27087 -5.42066
O 0.21880 0.33049 -6.85187
S 1.15338 1.50161 -7.40986
O 0.36014 2.58570 -7.82717
O 2.08822 0.93711 -8.28317
O 1.89768 1.87406 -6.02902
H 2.44657 0.16073 -5.10274
H 1.46170 1.28979 -4.05221
H -0.53860 0.86405 -5.04152
H 0.22307 -0.75291 -5.06946
C 1.84183 3.77150 -0.49454
O 3.00734 3.54829 -0.71332
N 1.08747 4.72390 -1.05212
C -0.33245 4.64089 -0.84504
C 1.67150 5.60000 -2.00673
H 1.31517 3.16047 0.25495
H -0.70539 5.51999 -0.29615
H -0.59690 3.83123 -0.17074
H -0.87817 4.55502 -1.78265
H 1.10153 5.81649 -2.90203
H 1.86788 6.55249 -1.48773
H 2.68730 5.29922 -2.24833
C -5.06383 -0.92606 0.15854
O -4.17900 -0.15992 -0.19755
N -4.94036 -2.19951 0.41593
C -3.63270 -2.83755 0.45774
C -6.09293 -3.06474 0.44980
H -6.08993 -0.54375 0.21679
H -2.84223 -2.12533 0.19896
H -3.53168 -3.54404 -0.38218
H -3.43761 -3.33756 1.40099
H -6.06303 -3.65329 1.37034
H -7.02177 -2.51273 0.39023
H -5.99664 -3.80020 -0.35109
C -3.15915 2.78441 0.66081
O -2.44984 2.01650 0.02866
N -3.10451 2.79564 1.98705
C -3.93295 3.73556 2.72257
C -2.04347 2.14829 2.70923
H -3.92165 3.42098 0.21026
H -4.93746 3.84601 2.32206
H -3.43909 4.69156 2.90943
H -4.10971 3.29244 3.71016
H -1.39269 1.61520 2.02697
H -1.42071 2.93927 3.14454
H -2.38965 1.50053 3.50800
*
```

=====

Molecular formula: C9H7F2N
Method: DFT, wB97M-V/def2-TZVPD

Calculated values
- HOMO energy (spin up / spin down) (eV) = -6.8 / -10.0
- <S²> = 2.02
- largest force on an atom (eV/Å) = 6.1
- energy (Ha) = -601.49722

Geometry as ORCA input:
```
! wB97M-V def2-TZVPD RIJCOSX def2/J DEFGRID3
* xyz 0 3
C 1.96544 0.21867 1.96161
C 1.03428 1.03617 1.40368
C -0.58697 1.51361 -0.39020
C -0.29517 -1.33025 -0.99432
C 2.19058 -1.09922 1.31591
C 0.22780 0.62821 0.25161
C 0.47374 -0.71637 -0.05670
C -1.49671 0.81089 -1.47207
C -1.61527 -0.59314 -1.26814
N 1.38942 -1.55024 0.44711
F -2.21966 -1.28235 -2.30498
F -2.53548 -0.67792 -0.26998
H 2.67275 0.44551 2.71586
H 0.68896 1.99779 1.92534
H -0.72995 2.47986 -0.15469
H -0.20622 -2.35739 -1.16737
H 2.80017 -1.78300 1.86598
H -2.51663 1.15976 -1.30370
H -1.24109 1.09939 -2.50495
*
```

=====

Molecular formula: C14H16N2O3S
Method: DFT, wB97M-V/def2-TZVPD

Calculated values
- HOMO energy (eV) = -8.0
- largest force on an atom (eV/Å) = 6.4
- ΔE to the lowest compared entry with this formula, charge and spin (kJ/mol) = 295.3
- energy (Ha) = -1276.46353
- SMILES = Cc1nc2sc(C(=O)O)c(N)c2c2c1COC(C)(C)C2

Geometry as ORCA input:
```
! wB97M-V def2-TZVPD RIJCOSX def2/J DEFGRID3
* xyz 0 1
C 3.90716 -0.59205 1.33077
C 2.52610 -0.17264 1.12936
N 2.05212 0.68758 2.02063
C 0.86332 1.14966 2.00718
S 0.50045 2.42255 3.07871
C -1.15990 2.50148 2.40815
C -2.11527 3.19623 3.08691
O -1.72898 3.95811 3.92228
O -3.42403 3.17332 2.70445
C -1.34097 1.57935 1.37845
N -2.56879 1.31936 0.74441
C -0.12562 0.85306 1.05425
C 0.26066 -0.09618 0.00551
C 1.56317 -0.62646 0.01528
C 1.90084 -1.60327 -0.94458
O 1.25680 -1.09611 -2.11203
C -0.16148 -1.30123 -2.13719
C -0.77768 -0.50966 -3.31149
C -0.55371 -2.78499 -2.42065
C -0.80884 -0.75665 -0.87394
H 4.48854 -0.49363 0.37954
H 3.83097 -1.58645 1.78149
H 4.32534 0.06891 2.13880
H -3.92236 3.83268 3.24513
H -2.49817 1.17073 -0.25231
H -3.36855 1.89667 1.03687
H 1.57861 -2.51564 -0.67761
H 2.97979 -1.75032 -1.08610
H -0.15492 -0.82217 -4.19677
H -1.86750 -0.55567 -3.32948
H -0.62916 0.52053 -3.19960
H -0.24031 -3.34475 -1.47640
H -1.68492 -2.92988 -2.54752
H -0.11189 -3.23968 -3.36252
H -1.32071 -1.56264 -0.31934
H -1.47011 0.00985 -1.22062
*
```